Record 1
Below is a 2-piece molecular cluster, C5H5O2 overall, with properties calculated with ωB97M-V/def2-TZVPD.

Cartesian coordinates (Å):
C: -1.50436 0.42819 -1.29719
C: -0.37229 0.46405 -1.94863
C: 0.95534 -1.92188 1.57035
C: -0.49221 1.46055 -0.80098
C: 0.24131 1.06327 0.47740
O: 1.30067 -2.55348 0.63780
O: 0.74440 -1.67074 2.70354
H: -2.41507 -0.13131 -1.16694
H: 0.21441 -0.04896 -2.69015
H: -0.32328 1.40629 1.35332
H: 1.22262 1.55187 0.51690
H: 0.42845 -0.04784 0.64458

Its energy above the lowest of the compared OMol25 structures with the same formula, charge and spin is 112.2 kcal/mol. The value obtained for the strongest force on any atom is 1.89 eV Å⁻¹. As for the frontier orbital gap (spin up / spin down): 4.261 / 4.262 eV. The lowest unoccupied orbital energy (spin up / spin down) comes out at 3.36 / 3.36 eV. Its charge is -1. The value obtained for the electronic energy is -9356.82545 eV.


Record 2
Below is a 2-piece molecular cluster, C5H5O2S2 overall, with properties calculated with ωB97M-V/def2-TZVPD.

Cartesian coordinates (Å):
C: -1.30433 -0.74173 -0.60676
C: -0.08364 -0.11584 -0.78081
C: -1.31563 -1.68958 0.31996
C: 1.00086 -0.76898 -0.30383
C: 0.01922 1.47402 0.77984
O: 2.63903 1.10776 -0.82387
O: -0.97545 2.20752 0.64816
S: 0.40496 -2.19218 0.67333
S: 2.62729 -0.28140 -0.22710
H: -2.24751 -0.23610 -0.87248
H: 0.09935 0.69573 -1.49785
H: -2.13912 -2.21656 0.80842
H: 0.32988 0.89832 1.71981
H: 0.94511 1.85902 0.16318

Its energy above the lowest of the compared OMol25 structures with the same formula, charge and spin is 24.7 kcal/mol. The value obtained for the strongest force on any atom is 4.34 eV Å⁻¹. As for the frontier orbital gap (spin up / spin down): 5.697 / 5.697 eV. The lowest unoccupied orbital energy (spin up / spin down) comes out at 3.17 / 3.17 eV. Its charge is -1. The value obtained for the electronic energy is -31029.84884 eV.


Record 3
Below is C5H5O6Sc as an isolated structure, with properties calculated with ωB97M-V/def2-TZVPD.

Cartesian coordinates (Å):
O: 0.47763 2.98113 4.83946
C: 1.79537 0.74529 0.49677
C: -0.19408 3.76511 5.52874
O: 1.93202 -0.02037 -0.34132
O: 1.64049 1.58203 1.29846
C: -0.65760 3.44685 6.83884
Sc: 0.87454 2.87388 2.78817
H: -1.01030 4.24915 7.48754
H: -0.54983 2.41535 7.17663
C: -1.48260 4.49022 4.90181
O: -2.39404 3.63475 4.20297
C: -2.14347 3.19804 3.00224
O: -1.04905 3.26938 2.44140
O: -3.18784 2.63831 2.47889
H: -1.07001 5.22487 4.19549
H: -2.10298 5.05738 5.59872
H: -2.96090 2.15943 1.66760

Its energy above the lowest of the compared OMol25 structures with the same formula, charge and spin is 0.0 kcal/mol. The value obtained for the strongest force on any atom is 6.02 eV Å⁻¹. The multiplicity is 2. As for the frontier orbital gap (spin up / spin down): 6.790 / 8.252 eV. The lowest unoccupied orbital energy (spin up / spin down) comes out at -15.33 / -15.38 eV. Its charge is +3. The value obtained for the electronic energy is -38218.37004 eV.


Record 4
Below is one molecule with the formula C5H5P, with properties calculated with ωB97M-V/def2-TZVPD.

Cartesian coordinates (Å):
C: -0.30293 -1.06615 0.00565
C: -1.08358 0.01063 -0.52012
C: 0.96918 -1.07762 0.50500
C: 2.09724 1.27164 0.27425
C: 1.70420 0.12736 0.35991
P: -2.69662 0.17514 0.00627
H: -0.88158 -1.92839 0.21100
H: -0.67203 0.93475 -0.95390
H: 1.45666 -2.03973 0.98502
H: 2.47241 2.10264 -0.19714
H: -3.06295 1.48972 -0.67593

Its energy above the lowest of the compared OMol25 structures with the same formula, charge and spin is 44.9 kcal/mol. The value obtained for the strongest force on any atom is 2.75 eV Å⁻¹. Its SMILES is [H]/P=C/C=C\C#C. As for the frontier orbital gap: 7.726 eV. The lowest unoccupied orbital energy comes out at -0.82 eV. Its charge is 0. The value obtained for the electronic energy is -14550.42375 eV.


Record 5
Below is one molecule with the formula C5H5P, with properties calculated with ωB97M-V/def2-TZVPD.

Cartesian coordinates (Å):
C: -1.19993 -1.27536 -0.29536
C: -0.77873 -1.10592 0.90716
C: 2.52429 0.86080 0.37235
C: -0.44995 0.01583 -0.07810
C: 0.83294 -0.07016 -0.72994
P: 2.30576 -0.78269 -0.00801
H: -1.67807 -1.53548 -1.16151
H: -0.48840 -1.42310 1.82531
H: 2.15154 1.70732 -0.21510
H: -0.98520 0.91915 0.06345
H: 0.98864 0.52799 -1.64797

Its energy above the lowest of the compared OMol25 structures with the same formula, charge and spin is 120.9 kcal/mol. The value obtained for the strongest force on any atom is 3.23 eV Å⁻¹. Its SMILES is C#P=CC1C=C1. As for the frontier orbital gap (spin up / spin down): 8.377 / 8.382 eV. The lowest unoccupied orbital energy (spin up / spin down) comes out at 0.13 / 0.14 eV. Its charge is 0. The value obtained for the electronic energy is -14547.12991 eV.


Record 6
Below is one molecule with the formula C5H6, with properties calculated with ωB97M-V/def2-TZVPD.

Cartesian coordinates (Å):
C: 0.50348 -0.82388 0.58619
C: -0.57387 0.11188 0.96323
C: -0.84070 0.96958 -0.02167
C: 0.04657 0.77957 -1.08970
C: 0.74652 -0.39830 -0.80505
H: 1.36204 -0.71600 1.21061
H: 0.29737 -1.91724 0.74118
H: -1.35741 -0.18218 1.75284
H: -1.64500 1.63847 0.22212
H: -0.03134 1.35005 -2.07321
H: 1.49234 -0.81194 -1.48652

Its energy above the lowest of the compared OMol25 structures with the same formula, charge and spin is 18.9 kcal/mol. The value obtained for the strongest force on any atom is 3.71 eV Å⁻¹. Its SMILES is C1=CCC=C1. As for the frontier orbital gap: 9.410 eV. The lowest unoccupied orbital energy comes out at 1.13 eV. Its charge is 0. The value obtained for the electronic energy is -5280.38107 eV.


Record 7
Below is C5H6BaLiO4 as an isolated structure, with properties calculated with ωB97M-V/def2-TZVPD.

Cartesian coordinates (Å):
C: 1.26231 -0.87952 0.17834
C: 0.07347 -1.41342 -0.62016
C: -1.24027 -0.94660 -0.07089
C: -1.94650 0.10683 -0.56673
O: -2.90751 0.73279 0.05735
O: 1.50168 0.50949 -0.04122
Ba: 2.47871 2.28914 -1.84789
Li: -1.77763 0.81481 1.54889
H: 2.18105 -1.43919 -0.04692
H: 1.07308 -0.99216 1.25664
H: 0.14783 -2.51341 -0.60997
H: 0.18985 -1.09846 -1.66960
H: -1.56303 -1.38967 0.88330
H: -1.64449 0.50092 -1.55857
O: 0.09068 1.33203 1.77705
O: 1.22140 2.73875 0.43694
C: 0.85936 1.64768 0.89342

The value obtained for the strongest force on any atom is 2.01 eV Å⁻¹. The multiplicity is 2. As for the frontier orbital gap (spin up / spin down): 4.846 / 6.738 eV. The lowest unoccupied orbital energy (spin up / spin down) comes out at -0.28 / -0.40 eV. Its charge is 0. The value obtained for the electronic energy is -14371.24391 eV.


Record 8
Below is one molecule with the formula C5H6Br2, with properties calculated with ωB97M-V/def2-TZVPD.

Cartesian coordinates (Å):
C: 0.23124 0.87076 0.59833
C: -0.90509 0.30063 0.08831
C: 1.50375 -0.02478 0.76039
C: 0.36480 2.15957 0.94136
C: 2.54574 0.46656 -0.23034
Br: -1.03263 3.34325 1.08388
Br: 3.09381 -0.36197 -1.75830
H: -1.66264 0.92287 -0.30760
H: -0.88796 -0.76218 -0.13568
H: 1.89823 0.22877 1.80318
H: 1.23818 -1.12820 0.65592
H: 1.26656 2.54084 1.09927
H: 2.99263 1.41320 -0.02484

Its energy above the lowest of the compared OMol25 structures with the same formula, charge and spin is 69.9 kcal/mol. The value obtained for the strongest force on any atom is 4.09 eV Å⁻¹. As for the frontier orbital gap (spin up / spin down): 8.030 / 7.145 eV. The lowest unoccupied orbital energy (spin up / spin down) comes out at 0.06 / -0.76 eV. Its charge is 0. The value obtained for the electronic energy is -145363.30055 eV.


Record 9
Below is one molecule with the formula C5H6BrCl, with properties calculated with ωB97M-V/def2-TZVPD.

Cartesian coordinates (Å):
C: 0.21881 0.72842 -1.21091
C: 0.49563 0.96322 1.09776
C: -0.19714 0.05286 0.01584
C: 1.23016 0.39666 -0.16559
C: -1.28142 -1.46954 0.17824
Cl: -2.98741 -1.12601 -0.24779
Br: 2.90893 -0.45164 -0.10555
H: 0.41678 0.24467 -2.12544
H: 0.00939 1.86095 -1.41112
H: 0.26778 2.09492 1.08045
H: 0.82155 0.58906 2.10091
H: -1.11864 -1.65024 1.18152
H: -0.78440 -2.23331 -0.38831

Its energy above the lowest of the compared OMol25 structures with the same formula, charge and spin is 52.4 kcal/mol. The value obtained for the strongest force on any atom is 5.08 eV Å⁻¹. Its SMILES is ClC[C@]12C[C@@]1(Br)C2. As for the frontier orbital gap: 9.903 eV. The lowest unoccupied orbital energy comes out at 0.69 eV. Its charge is 0. The value obtained for the electronic energy is -87843.21661 eV.


Record 10
Below is a 2-piece molecular cluster, C5H6BrF overall, with properties calculated with ωB97M-V/def2-TZVPD.

Cartesian coordinates (Å):
C: 0.91951 0.28421 -0.30351
C: -0.59410 0.61889 -0.27833
C: 0.55144 -0.97748 0.42533
C: -0.74506 -0.67746 0.46403
C: -3.25298 -1.84461 1.89490
F: -3.04218 -1.23831 3.03709
Br: -2.75332 -3.63009 2.06199
H: 1.34688 0.14363 -1.29406
H: 1.54248 0.96511 0.27265
H: -0.86290 1.51707 0.27413
H: -1.07157 0.63885 -1.25557
H: 1.15828 -1.78986 0.77787
H: -1.65512 -1.14541 0.85302

Its energy above the lowest of the compared OMol25 structures with the same formula, charge and spin is 67.5 kcal/mol. The value obtained for the strongest force on any atom is 1.22 eV Å⁻¹. As for the frontier orbital gap: 8.713 eV. The lowest unoccupied orbital energy comes out at -0.75 eV. Its charge is 0. The value obtained for the electronic energy is -78037.45896 eV.